The following is a DFT calculation (ωB97M-V/def2-TZVPD) of C4H15N2O2 as an isolated structure at a distorted geometry.

```
23
C4H15N2O2 | the Open Molecules 2025 dataset | ωB97M-V/def2-TZVPD
N 0.467 -0.884 0.942
C -0.553 -0.059 1.429
C -0.317 1.440 1.100
N 0.363 1.851 -0.124
C -0.392 2.104 -1.382
C -0.380 0.959 -2.467
O 0.202 -0.296 -2.005
H 0.437 -1.769 1.451
H -1.647 -0.363 1.012
H 0.548 -0.979 -0.080
H -0.542 -0.187 2.497
H -2.059 0.064 -0.249
H 0.250 1.853 1.940
H -1.287 1.946 1.137
H 1.128 1.215 -0.273
H -0.011 3.007 -1.837
H -1.442 2.309 -1.118
H -1.351 0.962 -3.014
H 0.326 1.319 -3.222
H -0.778 0.034 -1.532
H 0.756 -4.307 2.876
H 1.050 -4.573 1.352
O 0.757 -3.924 1.996
```

Its net charge is +1. The value obtained for the energy above the lowest of the compared OMol25 structures with the same formula, charge and spin is 9.340 eV. The value obtained for the HOMO energy is -13.58 eV. The value obtained for the total energy is -11451.917 eV.